No. 1
{
  "formula": "C23H21N3O3S2",
  "method": "wB97M-V/def2-TZVPD",
  "symbols": ["C", "C", "C", "C", "C", "N", "C", "N", "C", "O", "C", "C", "C", "C", "C", "O", "H", "H", "H", "H", "H", "S", "C", "H", "H", "C", "O", "N", "C", "C", "C", "C", "C", "C", "C", "C", "C", "H", "H", "H", "H", "H", "H", "H", "H", "H", "H", "S", "H", "H", "H", "H"],
  "coordinates": [[5.43277, 1.76924, -0.88307], [4.20102, 1.31609, -0.18709], [4.03326, 0.22792, 0.60241], [2.71036, 0.10437, 1.10038], [1.88491, 1.13004, 0.66184], [0.58839, 1.25842, 0.99534], [0.10403, 0.33799, 1.76126], [0.79561, -0.72760, 2.23975], [2.17138, -0.91978, 1.95368], [2.76272, -1.86894, 2.42232], [0.12645, -1.76868, 3.00136], [-0.82029, -2.53629, 2.13756], [-2.10523, -2.94686, 2.33794], [-2.48377, -3.64225, 1.16315], [-1.40430, -3.59477, 0.33760], [-0.39270, -2.92898, 0.91943], [-1.23089, -3.98146, -0.64705], [-3.42809, -4.10589, 0.96576], [-2.70248, -2.77358, 3.20842], [-0.41437, -1.33575, 3.84671], [0.93022, -2.42088, 3.36646], [-1.57143, 0.49177, 2.24145], [-2.05819, 1.96005, 1.28998], [-3.13630, 2.05217, 1.43296], [-1.56764, 2.82830, 1.73034], [-1.68614, 1.96509, -0.19488], [-1.28027, 3.00171, -0.67026], [-1.86451, 0.81476, -0.90064], [-1.25028, 0.62443, -2.16201], [-0.05461, 1.27338, -2.46317], [0.58812, 1.05301, -3.66408], [0.05004, 0.17564, -4.59016], [-1.13227, -0.47329, -4.29450], [-1.79529, -0.26586, -3.09113], [-3.07032, -1.02059, -2.82849], [-3.80572, -0.44319, -1.62980], [-2.79805, -0.22372, -0.50519], [-3.32130, 0.06352, 0.40361], [-2.25526, -1.15603, -0.31379], [-4.59288, -1.11911, -1.29432], [-4.25983, 0.51449, -1.89236], [-3.70208, -0.99261, -3.71877], [-2.82642, -2.07085, -2.63570], [-1.56362, -1.16078, -5.00865], [0.54545, -0.00014, -5.53303], [1.51341, 1.56844, -3.87222], [0.36840, 1.96257, -1.75343], [2.72395, 2.24471, -0.35112], [4.80869, -0.47796, 0.83713], [6.25301, 1.08980, -0.66601], [5.27419, 1.79922, -1.96051], [5.70865, 2.77231, -0.55995]],
  "lowdin_charge": [-0.104, -0.556, -0.059, -0.151, -0.506, 0.079, -0.539, 0.022, -0.359, 0.083, -0.082, -0.299, -0.037, -0.061, -0.128, 0.059, 0.123, 0.102, 0.112, 0.124, 0.137, 1.052, -0.332, 0.089, 0.090, -0.514, 0.071, 0.014, -0.121, -0.017, -0.074, -0.089, -0.048, -0.155, -0.146, -0.152, -0.163, 0.090, 0.113, 0.114, 0.125, 0.119, 0.119, 0.112, 0.099, 0.102, 0.060, 1.120, 0.125, 0.082, 0.077, 0.077],
  "smiles": "Cc1cc2c(=O)n(Cc3ccco3)c(SCC(=O)N3CCCc4ccccc43)nc2s1",
  "largest_force_ev_per_a": 0.9,
  "e_lumo_ha": 0.015,
  "homo_lumo_gap_ha": 0.3079,
  "homo_energy_ev": -7.973,
  "de_lowest_ev": 0.448
}

---

No. 2
{
  "formula": "C26H21CoO2P2S2",
  "method": "wB97M-V/def2-TZVPD",
  "symbols": ["Co", "S", "P", "C", "P", "S", "C", "C", "C", "C", "C", "C", "C", "C", "C", "C", "C", "C", "C", "C", "C", "C", "C", "C", "C", "C", "C", "C", "C", "C", "H", "H", "H", "H", "H", "H", "H", "H", "H", "H", "H", "H", "H", "H", "H", "H", "H", "H", "H", "H", "O", "C", "O", "H"],
  "coordinates": [[-1.80776, -2.24321, -1.04129], [0.30055, -2.74743, -2.06242], [0.71883, -1.48120, -0.55736], [-0.68241, -0.89188, 0.15995], [-1.61118, 0.34696, -0.47165], [-2.69433, -0.28947, -2.05653], [-0.76865, 1.91724, -0.88490], [-1.02851, 2.60870, -2.05892], [-0.31426, 3.76131, -2.36689], [0.67456, 4.21713, -1.50916], [0.94752, 3.52383, -0.33448], [0.22684, 2.38273, -0.02474], [-2.80274, 0.86351, 0.82559], [-3.47764, -0.13594, 1.52853], [-4.40448, 0.19373, 2.50014], [-4.67429, 1.52788, 2.79514], [-4.00646, 2.52519, 2.10558], [-3.07608, 2.19129, 1.12422], [1.93245, -0.24163, -1.15159], [1.67876, 0.38188, -2.37337], [2.49944, 1.39961, -2.82863], [3.59463, 1.80335, -2.07303], [3.85844, 1.18875, -0.85934], [3.02558, 0.17428, -0.39907], [1.68672, -2.39412, 0.69801], [1.27096, -2.41666, 2.02019], [1.98721, -3.14225, 2.96841], [3.12178, -3.84392, 2.59751], [3.54117, -3.82832, 1.26870], [2.82166, -3.11393, 0.32732], [-1.78292, 2.22437, -2.73520], [-0.52087, 4.29368, -3.28758], [1.24254, 5.10542, -1.75878], [1.73209, 3.86713, 0.32846], [0.45302, 1.82577, 0.87812], [-3.26177, -1.17927, 1.32291], [-4.91910, -0.59485, 3.03578], [-5.39954, 1.78098, 3.55893], [-4.20563, 3.56709, 2.32590], [-2.56935, 2.98533, 0.59004], [0.82961, 0.05604, -2.96418], [2.28315, 1.88529, -3.77221], [4.23724, 2.59836, -2.43247], [4.71012, 1.50051, -0.26669], [3.22900, -0.28771, 0.55930], [0.37323, -1.86887, 2.28355], [1.64879, -3.16131, 3.99739], [3.67734, -4.41079, 3.33503], [4.42181, -4.38380, 0.97009], [3.13441, -3.12489, -0.71101], [-2.85827, -3.68597, -1.89385], [-2.98150, -4.25932, -0.77423], [-2.55377, -3.71937, 0.27587], [-3.45796, -5.25126, -0.73108]],
  "mulliken_spin": [1.056, 0.030, -0.002, -0.067, 0.041, -0.040, 0.003, 0.000, -0.002, 0.000, -0.001, -0.007, -0.004, 0.001, 0.005, 0.000, 0.000, 0.002, -0.008, -0.003, 0.000, -0.001, 0.000, 0.001, -0.013, 0.002, -0.001, 0.000, 0.002, 0.001, 0.000, 0.000, 0.000, 0.000, 0.002, -0.007, 0.000, 0.000, 0.000, 0.000, -0.001, 0.000, 0.000, 0.000, 0.001, 0.002, 0.000, 0.000, 0.000, 0.002, -0.015, -0.001, 0.022, -0.001],
  "largest_force_ev_per_a": 0.5,
  "multiplicity": 2,
  "charge": -1,
  "e_lumo_ha": [0.102, 0.102],
  "s2": 0.9750,
  "homo_lumo_gap_ha": [0.2627, 0.2578],
  "homo_energy_ev": [-4.365, -4.229]
}

---

- Number 2 is which compound?
  C26H21CoO2P2S2